# 1
Computed, not measured: the ion C6H17N2 with charge +2, with ωB97M-V/def2-TZVPD.

Cartesian coordinates (Å):
C 2.641423 1.396793 1.014646
C 1.097446 1.159861 1.082904
C 0.900001 -0.263804 0.556226
C -0.502931 -0.906336 0.652641
C -1.660511 -0.114978 -0.035406
C -1.436388 -0.448210 -1.489958
N -1.778860 -1.928533 -1.720612
N 0.564593 2.356091 0.393313
H 3.038505 1.565906 2.042459
H 3.278776 0.457614 0.806595
H 2.947311 2.316322 0.468773
H 0.846330 1.190401 2.116673
H 1.401939 -0.610222 -0.316687
H 1.543420 -0.779179 1.423399
H -0.852639 -1.204371 1.669127
H -0.355606 -2.069478 0.078178
H -2.556545 -0.696253 0.325016
H -1.916706 0.862199 0.300918
H -1.899773 0.217743 -2.243972
H -0.261748 -0.246965 -1.729101
H -1.642359 -2.456088 -0.787104
H -1.161031 -2.442752 -2.446574
H -2.769035 -2.025881 -1.999737
H 0.932097 2.280019 -0.529249
H -0.397714 2.390108 0.367543

Atomic forces in eV per Å
C 2.2560 -0.8054 1.2525
C 2.5317 2.5898 0.0594
C -0.3306 -2.7829 3.0315
C -0.1037 -1.8910 -0.1594
C -0.4100 -4.1834 0.4979
C 2.6457 1.6242 -1.8302
N 0.8197 -0.8611 -0.0109
N 1.6116 -4.7600 -0.0074
H -0.6883 0.3446 -0.3846
H -1.2830 1.5422 -0.6326
H -0.1191 -0.9134 -0.0071
H -0.9791 0.0438 0.6709
H 0.5337 0.7101 -0.9633
H -1.2907 0.8453 -1.8640
H 0.8119 0.4828 -0.5137
H -0.1480 3.4414 1.9214
H 0.3365 0.7085 -0.5214
H 0.4445 1.0383 -0.1411
H -0.4051 -0.8711 0.3985
H -2.7415 -1.0437 0.3936
H -0.4024 0.8753 -1.8037
H -1.2391 1.1814 1.2269
H 0.4005 -0.0343 -0.0106
H 0.7647 1.2497 -1.2103
H -3.0158 1.4690 0.6078

The HOMO energy (spin up / spin down) is -19.3 / -19.2 eV. As for the spin multiplicity: 2. As for the lowest unoccupied orbital energy (spin up / spin down): -6.67 / -12.18 eV. The value obtained for the energy above the lowest of the compared OMol25 structures with the same formula, charge and spin is 270.7 kJ/mol. As for the net charge: +2. Its HOMO-LUMO gap (spin up / spin down) is 12.59 / 7.06 eV.

# 2
Computed, not measured: a cluster of 2 separate species, C6H17N3 in total, with ωB97M-V/def2-TZVPD.

Cartesian coordinates (Å):
C -0.752176 0.516794 1.286089
C 0.195458 0.266871 2.427429
C 1.971309 0.624201 -0.469587
C 0.351341 2.526702 -0.848535
C -0.605928 -3.429882 -2.118598
C 0.553597 0.921165 -0.854284
N -2.012439 0.423668 1.691466
N -0.495914 0.399735 0.024708
N -0.418656 -2.860537 -0.989036
H 1.252916 0.713794 2.443329
H -0.314459 0.619252 3.301794
H 0.486630 -0.760859 2.499562
H 2.657410 0.484142 -1.238940
H 2.309357 1.497221 0.022779
H 2.176750 -0.197090 0.355919
H 0.525909 3.026693 0.000227
H -0.709854 2.748513 -1.111589
H 1.137405 2.782089 -1.568836
H -1.357937 0.594668 -0.552222
H -0.115544 -2.946262 -2.999835
H -1.128894 -4.358611 -2.151401
H 0.151310 0.648326 -1.857658
H -2.223632 0.465387 2.754425
H -2.839057 0.503818 1.034686
H -0.827337 -3.304516 -0.241845
H 0.032434 -1.905284 -0.840047

Atomic forces in eV per Å
C -0.2058 -1.9192 2.6294
C 2.3783 1.7717 -0.2688
C -0.0876 -1.8123 3.0168
C -0.7312 -3.4449 -4.0322
C 1.8542 1.7298 -0.6593
C -0.6768 2.6775 0.1053
N -1.9176 0.8785 1.3143
N -2.0668 0.3056 -2.8911
N 0.9030 2.0239 -2.1472
H -1.7817 0.1024 -0.5467
H 0.1136 -0.1247 0.7066
H -0.5754 -0.9422 0.0112
H 0.8438 -0.5003 -1.6401
H 0.6106 0.9354 0.6435
H -0.7883 1.1723 -1.8961
H 1.0090 1.2692 3.6704
H 0.9651 0.1006 -0.5317
H -0.7774 0.8164 -0.2351
H 0.8336 -0.6157 1.0272
H -0.8014 -0.6899 0.5518
H -0.3538 -0.5540 -0.1835
H 1.0531 -0.2601 0.5224
H 0.3587 -0.1290 -2.7291
H 1.4096 -0.0601 1.2164
H -0.9782 -0.9702 2.7018
H -0.5903 -1.7605 -0.3561

The HOMO energy is -17.6 eV. As for the lowest unoccupied orbital energy: -8.56 eV. The value obtained for the energy above the lowest of the compared OMol25 structures with the same formula, charge and spin is 14.4 kJ/mol. As for the net charge: +2. Its HOMO-LUMO gap is 8.99 eV.

# 3
Computed, not measured: a cluster of 2 separate species, C6H17N4 in total, with ωB97M-V/def2-TZVPD.

Cartesian coordinates (Å):
C 0.347509 0.880714 -1.358644
C -0.227914 0.093273 0.748030
C 0.291069 2.064529 -0.371708
C -0.743763 3.198725 -0.735174
C 1.681566 2.775002 -0.188206
C -1.196281 -4.049505 1.262800
N -0.079313 1.492486 0.917754
N 0.067075 -0.260505 -0.479636
N -0.110505 -1.451036 -1.078648
N 0.161955 -3.476508 1.016092
H -0.448899 1.174568 -2.089019
H 1.303319 0.648404 -1.786799
H -0.643027 -0.693048 1.393710
H -0.497944 3.565314 -1.699991
H -0.554306 4.014442 -0.106165
H -1.730551 2.912779 -0.644969
H 2.249250 2.094301 0.484895
H 1.452639 3.783373 0.247979
H 2.125250 2.889533 -1.163583
H -1.743744 -3.217166 1.154863
H -1.406815 -4.675360 0.377427
H -1.386756 -4.790170 2.102408
H -0.663279 2.025565 1.564606
H -0.195467 -2.184375 -0.363605
H 0.624902 -1.748194 -1.792803
H 0.891012 -4.167237 0.837686
H 0.433017 -2.899904 1.750700

Atomic forces in eV per Å
C -1.1511 1.1929 0.8357
C -0.1726 1.7134 -1.0907
C 0.8158 2.5993 0.1664
C 2.6583 -1.5772 -0.1475
C -1.4528 -0.5171 0.6836
C 2.6891 -3.9122 -0.9110
N -0.7869 -3.4817 0.3476
N -0.3525 1.7124 0.1664
N 0.2256 -2.1848 -1.3173
N -0.5960 -1.6456 -1.1184
H 0.6196 -1.5265 0.1346
H 0.4878 0.5197 -0.5504
H 0.4135 0.9012 0.2755
H -0.0677 0.1886 -1.1715
H 0.0959 1.1337 1.1947
H -2.1644 -0.7906 -0.0756
H 0.1118 0.9107 -0.5334
H 0.8021 -1.0330 -0.1432
H 0.4770 0.1419 -0.1866
H -3.0548 2.5078 0.4863
H -0.0637 0.3508 0.1959
H 0.4294 1.5934 -0.3929
H 0.2976 -0.5457 -0.2445
H 0.2761 -0.3909 -0.0831
H -1.0095 1.0986 1.5287
H -0.3133 0.2029 0.2518
H 0.7859 0.8378 1.6987

The HOMO energy is -12.7 eV. As for the lowest unoccupied orbital energy: -3.27 eV. The value obtained for the energy above the lowest of the compared OMol25 structures with the same formula, charge and spin is 11.7 kJ/mol. As for the net charge: +1. Its HOMO-LUMO gap is 9.41 eV.

# 4
Computed, not measured: a cluster of 2 separate species, C6H17NO2SSi in total, with ωB97M-V/def2-TZVPD.

Cartesian coordinates (Å):
C -0.000371 0.288351 -1.915377
C -1.465586 -1.552480 -1.108851
C -1.439155 0.665190 0.015534
C 1.477280 0.496657 1.592423
C 2.327255 -2.040736 -0.518970
C -0.511710 -0.420149 -0.707591
N -4.726465 -0.153281 -0.155879
O -5.846024 2.225361 -0.114514
O 0.435213 -2.012332 1.634369
Si 0.988934 -0.963750 0.475383
S -4.901959 1.233865 0.486262
H 0.038043 1.363277 -1.571218
H 1.051927 0.144253 -2.230775
H -0.632112 -0.005223 -2.778390
H -1.896407 -1.331603 -1.984533
H -2.273191 -1.579676 -0.391178
H -1.074821 -2.585608 -1.348566
H -1.560329 0.154765 1.005573
H -0.822576 1.628325 0.177280
H -2.319357 0.885607 -0.531415
H 0.584603 1.113716 1.856225
H 1.803588 0.130979 2.611939
H 2.015535 1.357188 1.268779
H 2.065151 -2.136428 -1.564341
H 3.272462 -1.635390 -0.557972
H 2.498125 -3.061385 -0.188451
H 0.768299 -2.884082 1.765068
H -5.406379 -0.538984 -0.783125

Atomic forces in eV per Å
C 1.4500 1.3349 -0.7695
C 1.7279 -1.8894 2.6212
C 3.4802 -0.8057 1.8551
C -1.1209 0.0957 1.2674
C -2.2948 0.2181 0.2295
C 0.0312 0.0567 1.2675
N -0.0357 1.7097 2.0469
O 1.4625 -1.9517 1.2644
O -0.7542 0.7181 0.1501
Si -0.2374 -0.6403 -0.4899
S -1.2097 0.0651 -2.4541
H -0.4051 -0.7276 -1.4748
H -0.3346 -0.5866 0.1635
H 0.3055 1.0842 0.2261
H -1.8128 1.3318 -3.4375
H -0.1067 -0.6358 0.3555
H 0.0949 0.9434 0.9164
H -0.9168 1.0203 -0.5108
H -1.1113 -1.4402 -0.1471
H -0.8089 -0.0206 -0.4125
H -0.2241 -1.0632 -0.1580
H 0.1147 0.3117 -1.3053
H 1.4663 0.1332 -0.5704
H -0.4598 0.0593 -0.3611
H 2.2414 1.3253 0.1704
H -0.4494 -0.1198 0.5167
H 0.3254 -0.6786 -0.1383
H -0.4177 0.1522 -0.8213

The HOMO energy is -9.4 eV. As for the lowest unoccupied orbital energy: -0.91 eV. The value obtained for the energy above the lowest of the compared OMol25 structures with the same formula, charge and spin is 41.3 kJ/mol. As for the net charge: 0. Its HOMO-LUMO gap is 8.51 eV.

# 5
Computed, not measured: a cluster of 2 separate species, C6H17NO3P in total, with ωB97M-V/def2-TZVPD.

Cartesian coordinates (Å):
C -1.800231 0.678312 1.816710
C -2.561183 1.394558 -0.553749
C -2.011036 -1.118084 -1.406286
C 1.755170 -1.128190 1.949928
C 3.540951 -0.408673 -1.876471
C -2.141375 0.286687 0.375219
N -1.869150 -0.848460 -0.031942
O 1.292750 1.525586 0.446349
O 0.991052 -0.928729 0.732838
O 3.030706 0.154738 -0.682188
P 1.347559 0.183213 -0.482783
H -1.647558 -0.205393 2.432225
H -2.614174 1.275409 2.378099
H -0.948059 1.367534 1.810845
H -3.250725 1.037731 -1.304253
H -2.797119 2.432484 -0.241700
H -1.684513 1.508398 -1.275596
H -2.829186 -0.574576 -1.902282
H -1.107930 -0.625948 -1.823403
H -2.099766 -2.169663 -1.430106
H 1.023592 -1.438512 2.628572
H 2.179093 -0.136145 2.375753
H 2.613825 -1.710778 1.724506
H 3.416373 -1.422623 -2.026033
H 4.696371 -0.186008 -1.814048
H 3.201362 0.151330 -2.643054
H -1.466849 -1.466351 0.655056
H 1.740048 2.372141 0.167806

Atomic forces in eV per Å
C -1.7406 0.6209 0.3912
C 1.5163 0.0089 -1.6342
C 0.9485 0.3972 -1.4442
C 0.8778 3.5903 -0.6040
C 4.4153 1.4922 2.2175
C -0.3452 5.7389 3.3049
N -0.7516 -0.7167 0.4440
O 0.2611 1.0988 -0.0914
O 0.4598 1.1880 -1.3554
O -2.4786 -0.3311 1.2021
P 1.7521 -0.5480 1.0935
H 0.4496 -0.0118 -0.0262
H 0.8852 -0.9392 -1.3634
H 0.1332 -0.4298 -0.1273
H -0.8782 0.1593 0.2370
H 0.0401 -1.1566 0.6019
H -0.4648 0.0174 0.9711
H -0.0390 -0.7979 0.6374
H -0.1409 -1.1623 -0.5263
H 0.1730 -1.0832 -1.2211
H -0.4981 -1.1924 1.2372
H -0.8167 -1.3285 -0.8869
H 0.3502 -1.0743 0.1794
H -0.5573 -2.1784 0.0428
H -2.1721 -0.6517 -0.2066
H -1.1854 1.5294 -2.9327
H 0.2841 -0.6682 -0.2947
H -0.4778 -1.5710 0.1545

The HOMO energy is -12.8 eV. As for the lowest unoccupied orbital energy: -3.30 eV. The value obtained for the energy above the lowest of the compared OMol25 structures with the same formula, charge and spin is 107.0 kJ/mol. As for the net charge: +1. Its HOMO-LUMO gap is 9.55 eV.

Number 1: total energy -9456.616 eV. Number 2: total energy -10949.938 eV. Number 3: total energy -12449.892 eV. Number 4: total energy -30794.821 eV. Number 5: total energy -23412.539 eV.